[1]
The molecule C4H5FOS. Source: the Open Molecules 2025 dataset; level of theory: ωB97M-V with the def2-TZVPD basis set.

```
12
C4H5FOS, DFT ωB97M-V with the def2-TZVPD basis set
C 1.63619 -0.35604 -0.18637
C 0.79080 0.83133 -0.36603
C -0.52297 0.91878 -0.08951
C -1.43174 -0.10515 0.54857
H 0.09604 -1.53669 -0.43690
H 1.29351 1.69643 -0.74110
H -1.04957 1.78155 -0.38957
H -0.97486 -0.61007 1.39467
H -2.42253 0.31796 0.76691
O 0.99276 -1.51563 -0.04616
F -1.63221 -1.12014 -0.49224
S 3.22457 -0.30235 0.03775
```

Values from the calculation:
LUMO energy in eV: -0.7
HOMO in eV: -8.86
SMILES: OC(=S)/C=C\CF
Maximum force in eV/Å: 1.59
Energy relative to the best compared isomer or geometry (same formula, charge and spin) in kJ/mol: 58.66

---

[2]
A structure of composition C31H29F6N3O6ReS. Source: the Open Molecules 2025 dataset; level of theory: ωB97M-V with the def2-TZVPD basis set.

```
77
C31H29F6N3O6ReS, DFT ωB97M-V with the def2-TZVPD basis set
Re -0.45409 1.03164 0.09308
O -1.38801 4.49837 2.31850
C -0.99122 3.36703 2.10658
O -0.29370 2.99138 0.88740
C -0.96668 2.22701 3.10829
C 0.30174 1.34381 3.11038
C 0.40718 0.59045 4.48044
C -0.64807 -0.50090 4.26012
C -1.27847 -0.17606 2.88137
O -0.09146 0.26459 2.14904
C -2.12544 1.10715 2.97411
C -2.98399 1.46471 1.79821
O -4.08127 1.97438 1.82844
O -2.32090 1.30349 0.68161
H -1.14935 2.70480 4.09514
H 1.23205 1.85790 2.85122
H 1.42478 0.16682 4.44049
H 0.22465 1.21852 5.40416
H -0.16819 -1.52234 4.23304
H -1.48325 -0.42755 4.99507
H -1.74711 -1.04424 2.37883
H -2.76507 1.13647 3.87974
C -1.59283 5.78092 -0.99349
C -0.50055 5.96308 -1.84106
C 0.30528 4.84970 -2.15004
C -0.00015 3.56285 -1.58271
C -0.81480 3.61267 -0.38521
C -1.83057 4.54986 -0.36561
C 0.13306 2.31754 -2.38329
C 0.73616 2.15817 -3.64095
C 0.66524 1.01728 -4.37793
C -0.21601 -0.02613 -3.90111
C -0.63920 -1.08992 -4.72798
C -1.46518 -2.08384 -4.24042
C -1.94406 -2.04167 -2.94706
C -1.52255 -1.05048 -2.08202
C -0.71103 0.00399 -2.60021
N -0.46933 1.17718 -1.90318
H -2.28352 6.63348 -0.79196
H -0.22916 6.94750 -2.19384
H 1.05064 4.92040 -2.95017
H -2.76769 4.29414 0.10176
H 1.16772 3.06512 -4.10385
H 1.24543 0.85452 -5.24969
H -0.39175 -1.09485 -5.78822
H -1.74550 -2.85478 -4.96855
H -2.68743 -2.77805 -2.64229
H -1.85588 -1.06429 -1.05272
C 1.61667 -5.51556 1.02158
N 0.16056 -5.55767 0.72172
C -0.49807 -6.74966 0.17830
C -1.97640 -6.31025 -0.17495
N -1.83633 -4.87678 0.11379
C -0.62401 -4.47092 0.52243
S -0.13290 -2.86323 0.76855
H 1.99443 -6.54072 0.96775
H 1.76423 -5.08667 2.01416
H 2.08470 -4.85741 0.25865
H -0.58127 -7.58720 0.89519
H 0.03069 -7.09953 -0.70982
H -2.76767 -6.75480 0.44707
H -2.14699 -6.52962 -1.21790
H -2.59854 -4.22851 0.00663
C 3.36845 2.07169 -0.96396
C 2.79323 0.96483 -0.07518
O 1.43628 1.04623 0.22954
C 2.94210 -0.49143 -0.61618
F 4.24502 -0.89275 -0.78437
F 2.33841 -1.33719 0.28784
F 2.22856 -0.63976 -1.80508
C 3.61354 1.03114 1.25990
F 3.24613 0.07604 2.23582
F 3.49552 2.28981 1.84730
F 4.93412 0.79768 0.98755
H 2.95284 1.98621 -2.00282
H 4.43107 1.86587 -1.09752
H 3.19513 3.05829 -0.50934
```

Values from the calculation:
LUMO energy (alpha / beta) in eV: -0.1 / -0.2
HOMO (alpha / beta) in eV: -6.96 / -6.13
2S+1: 4
Maximum force in eV/Å: 3.81

---

[3]
A structure of composition C21H35Cl3O7PS5Si2Ta. Source: the Open Molecules 2025 dataset; level of theory: ωB97M-V with the def2-TZVPD basis set.

```
75
C21H35Cl3O7PS5Si2Ta, DFT ωB97M-V with the def2-TZVPD basis set
Ta 0.06507 0.64980 -0.04238
O -1.94917 -3.43720 -4.55273
C -1.53825 -2.79055 -3.64359
C -0.40289 -3.20880 -2.68389
O 0.18532 -4.24666 -2.69931
C -0.21262 -2.02803 -1.78321
C -1.19732 -1.09700 -2.09175
O -1.17676 0.01581 -1.33171
C -2.01383 -1.39382 -3.22801
O -2.87311 -0.74638 -3.78957
O 0.66156 -1.81065 -0.91881
S -1.93352 -0.04174 4.20781
C -1.18406 0.19801 2.77135
S -1.39426 -0.82128 1.38078
S -0.23218 1.57237 2.34739
C -0.98760 4.26994 0.61538
Si -1.42783 2.87565 -0.57780
C -0.96327 3.60926 -2.31123
C -1.26640 2.63332 -3.46083
C -1.67746 4.93758 -2.62073
C 0.53639 3.94327 -2.29576
C -3.30827 2.56953 -0.30577
C -4.11234 3.84887 -0.57690
C -3.89427 1.43367 -1.15453
C -3.52556 2.21093 1.17382
H -1.43726 5.22777 0.31018
H 0.10225 4.40585 0.66243
H -1.32582 4.03402 1.62823
H -2.34300 2.49533 -3.60676
H -0.84272 1.63804 -3.30300
H -0.84986 3.02732 -4.40383
H -2.74064 4.81021 -2.81512
H -1.23188 5.36650 -3.53383
H -1.56153 5.67945 -1.82127
H 1.17126 3.07519 -2.13920
H 0.78285 4.67879 -1.51508
H 0.81299 4.38263 -3.26926
H -4.19948 4.06984 -1.63876
H -3.69649 4.73113 -0.07178
H -5.13362 3.69739 -0.19483
H -3.77807 1.58836 -2.23190
H -4.97278 1.34901 -0.94115
H -3.43615 0.47035 -0.91840
H -3.18245 2.99716 1.85506
H -3.02691 1.28216 1.45397
H -4.60502 2.06957 1.34288
Cl 4.43636 1.77566 -2.29452
Si 3.31536 0.15468 -1.47264
Cl 2.10222 1.83423 0.12513
Cl 1.45209 0.51424 -2.59453
C 5.16058 -2.89611 0.51153
C 4.15554 -3.89389 1.06329
C 2.99934 -4.14826 0.11502
O 3.63823 -3.55461 2.37719
P 3.34926 -2.08326 3.00429
S 4.98225 -1.24790 3.70071
S 2.26843 -1.02277 1.72824
O 2.47487 -2.55639 4.26809
C 1.41149 -3.53259 4.34993
C 0.47948 -3.58252 3.15284
C 2.01799 -4.88611 4.67745
H 5.55480 -3.28937 -0.43498
H 5.98064 -2.73070 1.20985
H 4.68132 -1.93212 0.32077
H 4.67761 -4.83048 1.23806
H 2.39994 -3.24508 -0.01398
H 2.34826 -4.93769 0.50119
H 3.37791 -4.46492 -0.86639
H 0.83830 -3.19533 5.20935
H 1.01053 -3.87307 2.24447
H 0.01265 -2.61678 2.97234
H -0.30755 -4.32006 3.35297
H 2.58513 -5.25974 3.82295
H 1.21925 -5.59685 4.92060
H 2.69465 -4.80417 5.53415
```

Values from the calculation:
LUMO energy in eV: 3.3
HOMO in eV: -2.45
Maximum force in eV/Å: 2.50
Net charge: -2
Energy relative to the best compared isomer or geometry (same formula, charge and spin) in kJ/mol: 245.89

---

no.,DFT total energy (eV)
1,-19827.97801
2,-78639.86495
3,-155027.06332